# 1
61
Properties=species:S:1:pos:R:3:forces:R:3 method="wB97M-V/def2-TZVPD" fmax_ha_per_bohr=0.0186 homo_lumo_gap_ev=8.6716 e_above_lowest_ev=0.689 lumo_energy_ha=0.00339
C -6.80494 -0.49602 1.88781 0.1 0.1 -0.2
C -5.81375 -0.16500 0.78005 0.0 -0.1 0.2
H -6.26506 -0.37589 -0.19152 0.1 0.1 0.0
H -5.57228 0.89942 0.80777 0.0 0.0 -0.1
C -4.52685 -0.99028 0.91793 -0.1 0.2 -0.2
C -3.55228 -0.63900 -0.16323 0.0 -0.5 -0.4
C -3.42084 -1.42316 -1.25753 -0.1 0.2 0.4
C -2.52694 -1.11094 -2.35137 0.0 -0.5 -0.4
O -2.35094 -1.79207 -3.33059 0.0 0.3 0.3
O -1.82312 0.06356 -2.24992 0.2 0.1 -0.2
C -1.91282 0.85793 -1.16407 -0.2 0.4 0.8
C -1.09073 1.98266 -1.15861 0.0 0.1 -0.1
C -1.06426 2.80757 -0.04731 -0.4 -0.4 0.0
C -1.91825 2.53473 1.03286 0.2 0.2 0.0
C -2.74611 1.44302 1.00909 0.1 -0.1 -0.2
C -2.75601 0.56054 -0.08090 0.4 0.2 -0.4
H -3.38534 1.25322 1.85573 -0.1 0.0 0.1
H -1.89509 3.19956 1.88147 0.0 0.1 0.1
O -0.22924 3.86538 0.11606 -0.1 0.0 0.2
C 0.73112 4.13464 -0.88462 0.2 0.1 -0.4
C 1.70949 2.97876 -1.15767 -0.3 0.3 0.4
O 2.28135 2.88188 -2.22132 0.0 0.0 -0.4
N 1.87004 2.13564 -0.12327 0.1 -0.1 0.4
H 1.32703 2.28518 0.71436 0.0 0.1 -0.1
C 2.50732 0.83815 -0.25775 0.0 -0.1 0.0
C 1.44349 -0.23669 -0.48559 0.4 -0.1 -0.1
H 0.89661 -0.02651 -1.40456 -0.1 0.0 0.0
H 0.73947 -0.20421 0.35089 -0.1 0.0 0.1
C 2.04180 -1.64609 -0.57275 -0.4 -0.1 -0.2
N 2.92518 -1.85156 0.56502 -0.1 -0.2 0.1
H 3.32946 -2.78013 0.52473 0.0 0.0 0.0
C 3.94491 -0.88140 0.92865 0.3 0.2 0.4
C 3.29983 0.51098 1.00101 0.1 -0.2 -0.3
H 4.07313 1.26259 1.16459 0.0 0.0 0.0
H 2.61427 0.52860 1.85181 0.0 0.0 0.1
C 4.41806 -1.27674 2.33642 -0.1 0.2 -0.3
H 5.07281 -0.51366 2.74874 0.2 0.1 0.1
H 4.96191 -2.21763 2.30148 0.1 -0.1 0.0
H 3.56138 -1.40108 2.99320 -0.1 0.0 0.1
C 5.17703 -0.86118 0.00522 -0.3 0.1 0.1
H 5.53440 -1.87558 -0.16138 0.1 -0.1 0.0
H 4.95874 -0.41242 -0.95773 0.0 0.0 -0.2
H 5.97722 -0.29009 0.47023 0.1 0.1 0.0
C 0.90414 -2.66776 -0.41963 0.2 0.3 0.0
H 0.47018 -2.59614 0.57455 0.0 0.0 0.1
H 0.12836 -2.48755 -1.15939 -0.1 0.0 -0.2
H 1.28247 -3.67781 -0.55725 0.0 -0.2 0.0
C 2.69405 -1.86997 -1.94866 -0.1 0.1 0.2
H 3.26465 -2.79696 -1.94679 0.1 -0.1 0.0
H 3.35716 -1.05691 -2.22479 0.1 0.1 -0.1
H 1.92192 -1.94603 -2.71011 -0.1 0.0 -0.1
H 3.16130 0.92138 -1.12895 0.0 -0.1 0.1
H 0.25731 4.41120 -1.83362 0.1 -0.1 0.1
H 1.29437 4.99678 -0.51660 -0.1 -0.1 -0.1
H -0.47032 2.15212 -2.02312 0.1 0.0 -0.1
H -3.98189 -2.33749 -1.37034 0.0 -0.1 0.0
H -4.77806 -2.04956 0.84506 0.0 0.0 0.1
H -4.08453 -0.81533 1.90003 0.0 -0.1 0.1
H -6.37867 -0.27458 2.86410 0.0 0.0 0.1
H -7.71393 0.08857 1.77032 -0.1 0.0 0.1
H -7.06969 -1.55061 1.86176 -0.1 -0.1 0.0

***

# 2
69
Properties=species:S:1:pos:R:3:forces:R:3 method="wB97M-V/def2-TZVPD" fmax_ha_per_bohr=0.0203 spin_multiplicity=5 homo_lumo_gap_ev="8.7736 / 5.7762" e_above_lowest_ev=0.981 lumo_energy_ha="0.01712 / -0.09336"
Rh 0.61041 -0.19136 -1.20080 -0.4 -0.1 -0.4
C -1.50845 0.27061 -0.83850 0.3 0.1 0.2
Si -1.68085 0.44713 0.99778 -0.4 -0.7 0.6
C -1.45092 -1.37193 1.60306 0.0 0.6 0.0
N -0.27027 -1.95419 1.00760 0.1 0.4 -0.6
C 0.98414 -1.67697 1.71733 0.4 0.1 -0.2
C 1.74250 -2.95745 2.05241 -0.2 0.0 0.1
C 0.77329 -3.95275 2.69350 0.1 0.0 -0.1
C -0.38576 -4.29901 1.73291 0.1 0.1 -0.1
C -0.40974 -3.33190 0.53885 0.0 -0.1 0.2
C -0.44603 1.56489 1.86155 -0.1 -0.1 -0.4
C -0.15379 1.42062 3.21908 -0.1 0.0 0.1
C 0.73378 2.27454 3.85327 0.0 0.0 0.0
C 1.34164 3.29829 3.13880 0.0 0.0 0.0
C 1.06582 3.45627 1.78978 0.0 0.1 0.0
C 0.18337 2.59367 1.15795 -0.1 -0.1 0.0
C -3.43175 0.93798 1.51606 0.3 0.2 -0.2
C -3.68454 2.03524 2.34086 0.1 -0.1 0.0
C -4.98382 2.41307 2.64888 0.0 0.1 0.1
C -6.05734 1.70282 2.13293 0.0 0.0 0.0
C -5.82512 0.60938 1.30896 -0.1 -0.1 0.0
C -4.52617 0.23600 1.00447 0.1 0.0 0.0
H -1.72473 1.18017 -1.39775 0.1 0.0 -0.1
H -2.07321 -0.56193 -1.26153 0.0 0.0 0.1
H -2.33614 -1.94227 1.31960 0.0 0.0 0.0
H -1.38117 -1.38577 2.69682 -0.1 -0.1 0.1
H 0.75344 -1.12498 2.62999 0.0 0.0 0.0
H 1.62496 -1.00749 1.11722 0.0 -0.1 0.1
H 2.56214 -2.71055 2.72717 0.0 0.0 0.0
H 2.19946 -3.39091 1.16369 0.0 0.0 -0.1
H 0.37418 -3.51621 3.61360 0.0 0.0 0.0
H 1.31604 -4.85376 2.97752 -0.1 0.0 0.1
H -1.34116 -4.24548 2.25907 0.0 -0.1 0.0
H -0.27954 -5.30892 1.33617 0.0 -0.1 0.0
H -1.34470 -3.41973 -0.01561 0.0 0.1 0.0
H 0.40228 -3.55664 -0.14403 0.1 0.1 -0.2
H -0.62996 0.63442 3.79752 0.0 0.0 0.0
H 0.95505 2.14002 4.90440 0.0 0.0 0.0
H 2.03205 3.96881 3.63358 0.0 0.0 0.0
H 1.54352 4.24624 1.22511 0.0 0.0 0.0
H -0.00791 2.71185 0.09638 0.0 0.1 0.0
H -2.84937 2.59905 2.74222 0.0 0.0 0.0
H -5.15563 3.26705 3.29265 0.0 0.0 0.0
H -7.07090 1.99867 2.37120 0.0 0.0 0.0
H -6.65730 0.05034 0.89912 0.0 0.0 0.0
H -4.35829 -0.61340 0.34873 0.0 0.0 0.0
O 3.74712 -1.21397 -3.22492 -0.1 0.3 0.2
P 3.11547 -1.89000 -1.90753 0.5 -0.8 0.2
O 3.74854 -3.16106 -1.54830 0.0 0.1 0.0
O 1.59370 -1.91631 -2.06924 -0.3 0.9 0.3
O 3.45465 -0.77555 -0.75116 -0.3 0.3 -0.2
P 3.46386 0.84329 -0.72739 0.8 0.1 0.5
O 4.41867 1.18720 -2.01065 0.0 0.1 0.2
O 4.07584 1.31131 0.51783 0.0 0.1 -0.1
O 2.07626 1.33362 -1.12144 -0.4 -0.7 -0.2
H 4.19812 -0.37092 -3.01584 0.0 -0.2 -0.1
H 5.27176 1.47990 -1.65356 -0.1 -0.1 -0.1
C 2.02304 1.11259 -6.39827 0.1 -0.1 -0.1
N 1.13503 1.12491 -5.25165 0.0 -0.1 0.1
C 0.18261 2.06665 -4.95502 -0.2 0.1 0.1
C -0.37028 1.68693 -3.77034 0.0 0.1 -0.1
N 0.23031 0.53057 -3.34443 0.1 0.0 0.1
C 1.13105 0.22058 -4.25549 -0.1 0.0 -0.1
H 1.68650 1.85027 -7.12102 0.0 0.0 0.0
H 2.01609 0.12872 -6.86328 0.0 0.0 0.0
H 3.04237 1.34759 -6.09449 0.0 0.0 0.0
H -0.02853 2.90079 -5.60112 0.1 0.0 0.0
H -1.15885 2.16148 -3.21288 0.0 0.0 0.0
H 1.77312 -0.64211 -4.22935 0.1 0.0 0.0

***

# 3
61
Properties=species:S:1:pos:R:3:forces:R:3 method="wB97M-V/def2-TZVPD" fmax_ha_per_bohr=0.0113 homo_lumo_gap_ev=8.5602 e_above_lowest_ev=1.762 lumo_energy_ha=0.02202
C 5.43916 2.30180 -0.41650 -0.1 -0.4 0.0
C 5.44289 0.81383 -0.75626 0.2 0.4 -0.3
O 5.08846 -0.00478 0.34208 -0.4 -0.2 0.4
C 3.76021 0.07728 0.73385 -0.1 0.1 0.1
C 3.44557 0.83019 1.85814 0.2 -0.1 0.0
C 2.14142 0.87256 2.31074 0.1 0.0 0.0
C 1.14866 0.18865 1.63591 -0.2 -0.1 -0.1
C 1.45089 -0.56733 0.50607 0.2 0.1 0.2
C 2.77704 -0.64338 0.05523 0.2 0.0 -0.1
C 3.15587 -1.55499 -1.07454 0.1 0.0 0.1
H 2.47058 -2.39874 -1.10179 0.0 -0.1 -0.1
H 4.17252 -1.91332 -0.92550 0.0 0.0 -0.1
H 3.11409 -1.05117 -2.04149 0.0 0.0 -0.1
N 0.47234 -1.31874 -0.17792 -0.1 -0.1 0.0
C -0.68956 -1.73338 0.58385 -0.2 -0.3 0.0
C -1.46266 -2.78443 -0.20798 0.0 0.1 0.3
N -1.87548 -2.22098 -1.48005 0.1 -0.2 -0.2
C -0.70375 -1.83996 -2.24008 0.1 0.3 0.0
C 0.05982 -0.77464 -1.45664 0.0 -0.1 -0.4
H 0.93568 -0.45293 -2.01940 0.0 0.0 0.0
H -0.59912 0.09874 -1.31003 0.1 0.0 0.0
H -1.01541 -1.42839 -3.20449 0.0 0.0 0.0
H -0.03596 -2.69990 -2.42665 0.0 0.1 0.0
C -2.83812 -3.03431 -2.19714 -0.2 0.1 0.2
H -2.78143 -2.77509 -3.25912 0.0 0.0 0.0
C -4.25938 -2.71568 -1.68940 0.2 -0.2 0.0
N -4.43483 -1.28430 -1.57925 -0.4 0.1 -0.2
C -3.98837 -0.69868 -0.41020 -0.2 0.2 -0.5
O -4.05727 -1.25807 0.66089 0.2 -0.2 0.4
N -3.54407 0.59262 -0.58720 -0.1 0.2 -0.4
C -2.83255 1.36656 0.33526 0.1 0.1 0.3
C -2.86780 1.13175 1.70585 -0.2 -0.1 0.0
C -2.10128 1.90642 2.55774 0.1 0.2 -0.1
C -1.29392 2.92991 2.08101 0.0 0.0 0.1
C -1.28074 3.17010 0.71207 -0.1 -0.1 0.1
C -2.03712 2.40328 -0.15039 -0.1 -0.1 0.0
H -2.00870 2.60352 -1.21384 0.0 0.0 -0.1
H -0.66343 3.96384 0.31616 0.1 0.1 -0.1
C -0.46282 3.76718 3.00495 0.0 0.1 0.0
H 0.55894 3.84124 2.63608 0.1 0.0 0.0
H -0.44610 3.34163 4.00511 0.0 0.0 0.1
H -0.86916 4.77690 3.06876 0.0 0.1 0.1
H -2.13359 1.70402 3.61887 0.0 0.0 0.1
H -3.47944 0.33410 2.09209 0.0 0.0 0.0
H -3.48004 0.92594 -1.53890 0.0 -0.2 0.2
H -4.21425 -0.79099 -2.43369 0.0 0.0 0.1
H -5.00686 -3.12715 -2.37125 0.0 -0.1 0.1
H -4.41826 -3.12622 -0.69179 -0.1 0.0 -0.1
H -2.64236 -4.11337 -2.10116 0.0 0.0 -0.1
H -2.34974 -3.06187 0.36116 0.0 0.0 0.0
H -0.83213 -3.67914 -0.35584 0.0 0.0 0.0
H -0.35256 -2.16229 1.52916 0.0 0.0 0.0
H -1.37399 -0.89920 0.79329 0.1 -0.1 0.1
H 0.13165 0.24901 1.98867 -0.1 0.0 0.0
H 1.89258 1.44873 3.18934 0.0 0.1 0.1
H 4.23445 1.35571 2.37366 0.1 0.0 0.0
H 4.77208 0.63124 -1.60641 0.1 -0.1 0.1
H 6.45147 0.49105 -1.02868 -0.1 0.0 -0.1
H 5.77736 2.87516 -1.27563 0.0 0.1 -0.1
H 6.10338 2.49564 0.42197 0.1 0.1 0.1
H 4.43509 2.62482 -0.14874 0.0 0.1 0.0